Entry 1:
C22H19FN2O2 | wB97M-V/def2-TZVPD

**Orbital gap**: 9.09 eV
**SMILES string**: COc1ccc(/C(C)=N\NC(=O)c2ccc(-c3ccccc3)cc2)c(F)c1
**Highest occupied orbital energy**: -8.5 eV

```
46
Properties=species:S:1:pos:R:3:forces:R:3
C -8.340 0.254 0.547 -0.19 -0.06 0.20
O -7.367 0.552 -0.427 0.31 0.05 -0.23
C -6.092 0.146 -0.222 0.29 -0.03 -0.07
C -5.643 -0.565 0.889 -0.38 0.01 0.10
C -4.314 -0.930 0.991 0.11 0.13 -0.21
C -3.385 -0.602 0.010 0.08 0.36 -0.16
C -1.958 -0.993 0.123 -0.06 0.08 -0.06
C -1.664 -2.453 0.261 0.08 0.05 -0.05
N -0.965 -0.200 0.107 0.45 -0.48 0.23
N -1.111 1.131 0.026 -1.11 0.32 -0.15
C -0.069 2.019 0.065 -0.06 0.06 0.08
O -0.307 3.207 0.159 0.07 0.00 0.01
C 1.304 1.464 -0.002 0.42 0.01 -0.02
C 2.303 2.114 0.720 -0.27 0.00 -0.08
C 3.605 1.662 0.676 0.07 -0.10 -0.07
C 3.946 0.556 -0.101 -0.31 0.12 0.03
C 5.332 0.070 -0.149 0.26 -0.10 -0.01
C 5.607 -1.295 -0.114 -0.05 0.08 0.00
C 6.912 -1.751 -0.155 0.06 -0.09 -0.03
C 7.962 -0.852 -0.239 0.07 -0.03 0.00
C 7.700 0.507 -0.278 0.10 0.02 0.03
C 6.396 0.966 -0.230 -0.09 -0.03 0.00
C 2.946 -0.076 -0.839 0.11 0.04 0.01
C 1.640 0.370 -0.794 0.01 0.10 0.01
C -3.863 0.107 -1.093 -0.15 -0.12 0.08
F -3.008 0.423 -2.090 -0.14 -0.06 0.21
C -5.181 0.478 -1.226 -0.06 0.03 0.02
H -8.461 -0.826 0.676 0.02 0.05 0.00
H -9.270 0.677 0.171 0.05 -0.05 0.07
H -8.097 0.712 1.510 0.00 -0.03 -0.04
H -6.320 -0.838 1.682 -0.09 0.00 0.06
H -3.983 -1.470 1.866 0.03 -0.07 0.08
H -2.051 -2.995 -0.601 -0.05 -0.10 -0.03
H -0.590 -2.599 0.330 0.06 -0.05 0.04
H -2.142 -2.857 1.151 -0.04 -0.11 0.07
H -2.041 1.556 0.032 0.29 -0.08 0.02
H 2.036 2.974 1.316 -0.03 0.07 0.04
H 4.366 2.158 1.260 0.06 0.03 0.06
H 4.792 -2.000 -0.033 -0.08 -0.05 0.01
H 7.111 -2.813 -0.120 0.01 -0.07 0.01
H 8.981 -1.210 -0.274 0.07 -0.03 0.00
H 8.515 1.212 -0.348 0.05 0.05 -0.01
H 6.197 2.026 -0.278 -0.03 0.09 -0.01
H 3.203 -0.912 -1.473 0.03 -0.06 -0.07
H 0.884 -0.119 -1.387 0.02 -0.03 -0.02
H -5.513 1.019 -2.096 -0.02 0.07 -0.13
```
Positions in Å, forces in eV/Å.

Mulliken population analysis, charges in e, atoms 1 to 8:
1. C -0.84
2. O -0.44
3. C 0.90
4. C -0.49
5. C -0.75
6. C 0.38
7. C 0.23
8. C -1.34

=====

Entry 2:
C31H56BrN4OOsP3 | wB97M-V/def2-TZVPD

**2S+1**: 5
**Net charge**: +4
**Expectation value of S²**: 6.0511
**Orbital gap (spin up / spin down)**: 4.85 / 3.19 eV
**Highest occupied orbital energy (spin up / spin down)**: -17.4 / -17.4 eV

```
97
Properties=species:S:1:pos:R:3:forces:R:3
C -4.023 -7.114 0.305 1.27 1.86 -0.01
C -2.996 -6.633 -0.537 0.18 -0.02 -0.13
C -2.468 -7.525 -1.488 0.20 2.12 0.35
C -2.967 -8.831 -1.558 -1.48 -1.64 0.41
N -3.937 -9.268 -0.749 -0.02 0.11 0.05
C -4.459 -8.439 0.160 0.14 -2.22 -0.79
C -2.474 -5.284 -0.433 0.47 1.34 0.31
C -2.029 -4.153 -0.305 -1.29 -2.09 -0.41
C -1.690 -2.791 -0.039 1.42 -0.46 -0.56
C -2.734 -1.903 0.312 -0.06 0.83 1.00
C -2.475 -0.647 0.871 -0.56 -0.40 0.06
C -1.157 -0.232 0.768 -0.75 -1.81 -0.09
C -0.020 -1.111 0.453 -1.14 -4.03 0.05
C -0.351 -2.426 -0.030 -0.41 0.56 0.30
Os 0.215 0.731 -0.006 3.59 6.89 1.47
P -1.018 1.973 -1.460 -1.00 1.36 -2.55
H -1.672 -7.221 -2.166 -0.08 -0.02 0.21
H -4.480 -6.488 1.067 0.06 0.02 -0.22
H -2.568 -9.539 -2.288 0.00 0.04 0.32
H -5.252 -8.840 0.798 0.07 0.13 -0.31
H 0.466 -3.115 -0.258 -0.46 0.00 0.23
H -3.753 -2.267 0.169 0.20 0.32 0.20
H 0.962 -1.052 0.977 -0.22 -0.12 0.31
H -3.255 -0.005 1.296 0.19 -0.24 -0.42
C -0.425 3.612 -2.080 0.71 0.09 0.82
C -0.502 3.872 -3.581 -0.32 -0.07 -0.41
H 0.617 3.692 -1.733 -0.53 0.13 -0.29
H -0.989 4.374 -1.521 0.09 -0.22 -0.06
H -0.158 4.898 -3.774 -0.06 -0.29 0.12
H 0.148 3.201 -4.157 -0.13 0.16 0.13
H -1.523 3.798 -3.974 0.34 0.00 0.05
C -0.703 0.730 -2.772 0.12 -0.15 -0.08
C -1.949 0.184 -3.457 -0.12 -0.40 -0.34
H -0.153 -0.079 -2.228 -0.26 0.07 -0.78
H -0.002 1.173 -3.491 -0.15 -0.09 0.18
H -1.647 -0.569 -4.198 -0.14 0.18 0.17
H -2.627 -0.304 -2.746 0.12 0.12 -0.19
H -2.500 0.966 -3.997 0.20 -0.22 0.21
C -2.830 2.212 -1.265 -0.12 -0.61 0.81
C -3.516 3.144 -2.269 0.03 0.21 -0.33
H -2.980 2.595 -0.244 0.02 -0.04 -0.21
H -3.290 1.214 -1.283 0.08 0.20 0.03
H -4.587 3.192 -2.033 0.28 -0.06 0.04
H -3.126 4.167 -2.215 -0.12 -0.25 0.00
H -3.433 2.796 -3.307 -0.01 0.08 0.34
Br 2.038 2.659 -0.041 -1.40 -1.42 -0.19
P 3.919 -0.647 -2.579 -2.66 0.20 1.52
C 2.666 0.367 -3.467 0.35 -0.14 -0.63
C 3.294 1.079 -4.672 -0.02 0.32 -0.27
H 2.262 1.084 -2.733 0.24 -0.21 -0.06
H 1.848 -0.299 -3.783 0.44 0.02 0.07
H 2.520 1.362 -5.395 0.25 -0.02 0.15
H 3.819 1.989 -4.357 -0.05 -0.23 -0.13
H 4.013 0.420 -5.177 -0.26 0.27 -0.04
C 4.163 0.187 -0.976 0.91 0.67 -0.28
C 5.596 0.119 -0.440 0.15 -0.05 0.34
H 3.442 -0.244 -0.265 0.07 -0.12 -0.24
H 3.859 1.233 -1.137 0.29 -0.40 -0.09
H 5.711 0.873 0.346 0.08 -0.22 -0.16
H 5.813 -0.865 -0.005 0.04 0.24 -0.16
H 6.326 0.327 -1.232 -0.14 0.00 0.28
C 3.003 -2.184 -2.134 0.93 -0.44 -0.14
C 3.370 -3.302 -3.118 -0.14 -0.33 -0.10
H 1.922 -1.981 -2.120 0.25 0.24 -0.13
H 3.313 -2.442 -1.111 0.05 0.02 -0.26
H 3.089 -4.278 -2.708 0.08 0.18 -0.17
H 2.858 -3.172 -4.079 0.15 -0.03 0.16
H 4.451 -3.306 -3.306 -0.27 -0.18 0.05
C 2.699 1.278 4.451 0.13 -0.17 0.35
N 1.784 2.370 4.084 -0.64 -0.50 -0.88
C 2.484 3.468 3.418 0.10 0.37 -0.28
P 0.369 1.826 3.383 0.86 1.54 4.34
O 0.557 0.936 2.199 -0.17 -1.08 -1.63
N -0.264 0.953 4.665 0.17 -0.08 -1.35
C -1.350 0.017 4.414 -0.19 0.04 0.10
C -0.268 1.496 6.020 -0.02 0.26 0.57
N -0.482 3.189 3.026 -0.09 -0.73 -1.01
C -0.707 4.271 3.983 -0.17 0.64 0.33
C -1.470 3.117 1.956 0.23 -0.03 0.14
H 3.490 1.699 5.083 -0.19 -0.19 -0.13
H 3.160 0.820 3.561 -0.03 0.09 0.20
H 2.158 0.509 5.016 0.26 0.22 -0.17
H 2.611 3.268 2.340 0.18 0.20 0.56
H 1.938 4.411 3.537 0.19 -0.21 -0.02
H 3.469 3.567 3.887 -0.25 0.10 -0.14
H -1.142 -0.598 3.534 0.07 -0.02 0.08
H -1.443 -0.640 5.288 -0.05 0.06 -0.30
H -2.315 0.528 4.267 0.04 -0.12 0.10
H 0.670 2.016 6.241 -0.29 -0.16 -0.10
H -1.107 2.188 6.197 0.16 -0.17 -0.06
H -0.374 0.658 6.720 0.07 0.21 -0.14
H -0.436 5.228 3.513 -0.07 -0.24 0.16
H -1.772 4.329 4.268 0.36 -0.13 -0.05
H -0.111 4.157 4.898 -0.12 -0.11 -0.39
H -1.608 4.120 1.527 -0.06 -0.29 0.04
H -1.090 2.430 1.159 -0.34 0.58 0.46
H -2.435 2.724 2.326 0.16 0.19 -0.28
```
Positions in Å, forces in eV/Å.

Mulliken population analysis, charges in e, atoms 1 to 8:
1. C -0.19
2. C 0.51
3. C -0.20
4. C -0.27
5. N -0.40
6. C -0.27
7. C 0.05
8. C -1.10

=====

Entry 3:
C11H16OS | wB97M-V/def2-TZVPD

**Orbital gap**: 8.59 eV
**SMILES string**: C=C(C)[C@]1(SC)CCC(C)=C1C=O
**Highest occupied orbital energy**: -8.3 eV

```
29
Properties=species:S:1:pos:R:3:forces:R:3
C -0.853 -2.690 -0.385 -3.75 0.41 -0.31
C -1.460 -1.520 -0.170 0.80 -0.67 0.01
C -2.983 -1.417 -0.314 1.37 2.41 0.12
C -0.644 -0.325 0.135 0.10 2.44 0.56
S -1.337 0.545 1.686 0.48 -1.24 -0.68
C -1.371 -0.949 2.690 -2.52 0.69 3.84
C -0.830 0.770 -0.990 -3.13 -1.31 -0.43
C 0.466 1.379 -1.303 3.11 1.44 0.78
C 1.514 0.524 -0.496 -1.95 -0.31 -1.89
C 2.920 0.898 -0.768 2.24 -0.57 4.20
C 0.881 -0.413 0.267 0.23 1.07 -0.46
C 1.720 -1.111 1.239 -1.36 -1.45 0.28
O 1.380 -1.898 2.112 0.34 0.86 -0.76
H -1.524 -3.484 -0.667 -0.14 -0.46 -0.14
H 0.097 -3.020 -0.264 3.02 -0.09 0.41
H -3.176 -2.326 -0.798 -1.18 -1.13 -0.71
H -3.470 -1.365 0.700 0.32 0.25 -1.24
H -3.209 -0.513 -1.024 -0.09 -1.65 1.60
H -1.191 -1.842 2.142 0.45 -0.45 -0.38
H -2.489 -1.081 3.149 2.50 0.39 -1.06
H -0.696 -0.860 3.610 -0.79 -0.28 -1.53
H -1.572 1.512 -0.654 0.31 -0.15 -0.01
H -1.408 0.255 -1.834 1.36 0.73 0.65
H 0.602 2.414 -0.759 -0.45 -1.54 -1.32
H 0.757 1.508 -2.401 -0.45 -0.21 1.52
H 3.011 1.612 -1.522 -0.04 1.50 -0.92
H 3.688 0.154 -1.006 -0.75 -0.64 -0.16
H 3.426 1.268 0.264 -1.20 -0.15 -2.30
H 2.752 -0.901 1.027 1.14 0.10 0.31
```
Positions in Å, forces in eV/Å.

Mulliken population analysis, charges in e, atoms 1 to 8:
1. C -1.20
2. C -0.31
3. C -1.17
4. C 2.55
5. S -0.09
6. C -0.81
7. C -1.50
8. C -0.49

=====

Entry 4:
C4H12N2O | wB97M-V/def2-TZVPD

**Orbital gap**: 3.77 eV
**Highest occupied orbital energy**: -6.2 eV

```
19
Properties=species:S:1:pos:R:3:forces:R:3
C -2.523 0.498 -0.767 -0.08 -0.22 -0.15
N -1.333 0.161 -0.036 0.33 0.00 0.27
C -1.153 -1.296 0.196 0.24 0.69 0.31
O -2.157 -2.046 -0.014 -0.38 -0.44 -0.38
H -2.552 0.009 -1.750 -0.02 0.21 -0.11
H -2.629 1.578 -0.847 0.05 0.04 -0.13
H -3.381 0.081 -0.243 0.02 0.02 0.14
H -0.471 0.619 -0.361 -0.11 0.22 0.07
H -0.727 -1.360 1.228 0.09 -0.02 0.13
H -0.223 -1.512 -0.444 0.35 -0.19 0.02
C 3.150 0.666 1.133 -0.39 0.08 -0.05
C 1.630 1.511 -0.570 0.39 -3.33 2.69
N 2.114 0.377 0.087 1.45 1.65 -1.79
H 4.131 0.745 0.662 -0.07 -0.17 -0.13
H 3.189 -0.112 1.886 -0.21 0.07 0.18
H 2.958 1.664 1.523 -0.16 -0.26 0.48
H 1.303 2.175 0.211 -0.35 1.34 -1.10
H 1.862 1.333 -1.593 -0.99 1.63 -1.02
H 2.603 -0.061 -0.684 -0.15 -1.33 0.57
```
Positions in Å, forces in eV/Å.

Mulliken population analysis, charges in e, atoms 1 to 8:
1. C -0.82
2. N -0.16
3. C -0.08
4. O -0.66
5. H 0.28
6. H 0.32
7. H 0.28
8. H 0.20